[1]
Computed, not measured: an isolated molecule of C4H5NO in a non-equilibrium geometry, with ωB97M-V/def2-TZVPD.

- Frontier orbital gap: 11.7929 eV
- E_tot: -285.32353 hartree
- Relative energy (zero: lowest compared OMol25 entry of this formula, charge and spin): 2.478 eV

```
! wB97M-V def2-TZVPD RIJCOSX def2/J DEFGRID3
* xyz 0 1
C 1.1022 0.3984 -0.6273
C -0.0908 -0.2805 -0.0254
C -0.5289 -1.5864 -0.4673
N -0.9128 -2.6061 -0.8552
C -0.7116 0.4047 1.1009
O -1.1872 0.7730 -0.1585
H 1.5602 -0.1001 -1.4866
H 0.4145 1.2263 -0.8864
H 1.8418 0.7654 0.0881
H -1.4625 -0.1082 1.6785
H -0.0782 1.1110 1.6365
*
```

[2]
Computed, not measured: an isolated molecule of C4H5NO, with ωB97M-V/def2-TZVPD.

- Frontier orbital gap: 10.9664 eV
- E_tot: -285.36357 hartree
- Relative energy (zero: lowest compared OMol25 entry of this formula, charge and spin): 1.388 eV

```
! wB97M-V def2-TZVPD RIJCOSX def2/J DEFGRID3
* xyz 0 1
C 1.2231 0.3481 1.1372
C -0.0131 -0.0206 0.3862
C -0.0507 -0.2666 -1.0169
C -1.3705 -0.3679 -1.2799
O -2.0793 -0.2452 -0.1526
N -1.2138 -0.0212 0.9041
H 1.0823 0.4157 2.2175
H 2.0252 -0.3620 0.9174
H 1.5436 1.3275 0.7665
H 0.7926 -0.3366 -1.6875
H -1.9394 -0.4712 -2.1920
*
```

[3]
Computed, not measured: an isolated molecule of C4H5NO in a non-equilibrium geometry, with ωB97M-V/def2-TZVPD.

- Frontier orbital gap: 9.3995 eV
- E_tot: -285.24835 hartree
- Relative energy (zero: lowest compared OMol25 entry of this formula, charge and spin): 4.524 eV

```
! wB97M-V def2-TZVPD RIJCOSX def2/J DEFGRID3
* xyz 0 1
C -1.3652 -0.3939 -0.1762
C -0.5286 0.8217 -0.1372
O 0.7067 0.6914 1.3509
C 0.9481 0.5853 -0.0638
C 1.5098 -0.7335 -0.3857
N 1.9238 -1.7552 -0.7353
H -2.2729 -0.2780 0.4231
H -1.6934 -0.3972 -1.2295
H -0.8802 -1.3564 0.0313
H 0.0465 1.4428 1.3669
H 1.6056 1.3729 -0.4443
*
```

[4]
Computed, not measured: an isolated molecule of C4H5NO in a non-equilibrium geometry, with ωB97M-V/def2-TZVPD.

- Frontier orbital gap (alpha / beta): 6.8999 / 6.8950 eV
- E_tot: -285.25155 hartree
- Relative energy (zero: lowest compared OMol25 entry of this formula, charge and spin): 4.436 eV

```
! wB97M-V def2-TZVPD RIJCOSX def2/J DEFGRID3
* xyz 0 1
C -0.2085 1.0238 0.3097
C -1.1746 0.1396 0.1711
C 0.5812 1.9784 -0.1444
C 0.5516 -1.6253 0.3401
N -0.4082 -1.0774 -0.3661
O -2.3686 0.0522 0.2597
H 1.2353 2.6179 0.5565
H 0.6792 2.0730 -1.2319
H 1.3015 -2.3668 -0.0444
H 0.6040 -1.3293 1.3129
H -0.7929 -1.4863 -1.1632
*
```

[5]
Computed, not measured: a cluster of 2 separate species, C4H5NO in total in a non-equilibrium geometry, with ωB97M-V/def2-TZVPD.

- Frontier orbital gap: 10.6076 eV
- E_tot: -285.35417 hartree
- Relative energy (zero: lowest compared OMol25 entry of this formula, charge and spin): 1.644 eV

```
! wB97M-V def2-TZVPD RIJCOSX def2/J DEFGRID3
* xyz 0 1
O 1.4217 0.6288 2.3100
C 0.8424 -0.2956 1.9870
C 0.8112 -0.6721 -0.9198
C 0.0675 0.4366 -0.9066
N -1.8669 -0.2585 0.4590
C -1.0959 0.6400 -0.0068
H 1.7115 -0.7472 -1.5237
H 0.6002 -1.5253 -0.2776
H 0.3692 1.2877 -1.5144
H -1.6121 -1.1636 0.0471
H -1.2488 1.6692 0.3458
*
```

[6]
Computed, not measured: an isolated molecule of C4H5NO, with ωB97M-V/def2-TZVPD.

- Frontier orbital gap (alpha / beta): 8.9495 / 8.9480 eV
- E_tot: -285.23796 hartree
- Relative energy (zero: lowest compared OMol25 entry of this formula, charge and spin): 4.806 eV

```
! wB97M-V def2-TZVPD RIJCOSX def2/J DEFGRID3
* xyz 0 1
O 1.1610 -0.0124 -1.1688
C 0.1045 0.9055 -0.7821
C -0.0546 0.5011 0.7343
C -0.0433 -1.0926 0.4879
C -0.0136 -0.7652 -0.9854
N -0.9749 0.0154 -1.3909
H 0.2050 1.9438 -1.1063
H -1.0270 0.8016 1.1336
H 0.7456 0.8658 1.3857
H -0.9559 -1.5785 0.8289
H 0.8532 -1.5845 0.8631
*
```

[7]
Computed, not measured: a cluster of 2 separate species, C4H5NO in total in a non-equilibrium geometry, with ωB97M-V/def2-TZVPD.

- Frontier orbital gap: 10.0703 eV
- E_tot: -285.28837 hartree
- Relative energy (zero: lowest compared OMol25 entry of this formula, charge and spin): 3.435 eV

```
! wB97M-V def2-TZVPD RIJCOSX def2/J DEFGRID3
* xyz 0 1
C -0.8219 1.5614 0.7174
C 0.2259 0.8916 0.9926
C 1.2172 0.1387 1.3250
H -1.2496 1.4681 -0.3452
H -1.2537 2.2924 1.3832
H 2.1732 0.5084 0.9450
H 1.1558 -0.9459 1.6943
N -1.5113 -0.4296 -1.8799
C -0.5740 -1.0764 -1.7512
O 0.4183 -1.9158 -1.8836
H 0.2200 -2.4930 -1.1975
*
```

[8]
Computed, not measured: an isolated molecule of C4H5NO, with ωB97M-V/def2-TZVPD.

- Frontier orbital gap: 8.6004 eV
- E_tot: -285.25645 hartree
- Relative energy (zero: lowest compared OMol25 entry of this formula, charge and spin): 4.303 eV

```
! wB97M-V def2-TZVPD RIJCOSX def2/J DEFGRID3
* xyz 0 1
C 1.2277 1.2087 0.5576
C 0.8371 -0.0883 -0.0907
C -0.2267 -0.8177 0.0653
C -1.3646 -1.4421 -0.1107
N -2.3776 -0.7782 -0.9192
O -2.0611 0.3256 -1.2961
H 0.4967 1.5549 1.2925
H 2.1861 1.0437 1.0514
H 1.3605 2.0139 -0.1798
H 1.5629 -0.6271 -0.6985
H -1.6412 -2.3935 0.3282
*
```

[9]
Computed, not measured: a structure of composition C4H5NO in a non-equilibrium geometry, with ωB97M-V/def2-TZVPD.

- Frontier orbital gap: 10.2851 eV
- E_tot: -285.29757 hartree
- Relative energy (zero: lowest compared OMol25 entry of this formula, charge and spin): 3.184 eV

```
! wB97M-V def2-TZVPD RIJCOSX def2/J DEFGRID3
* xyz 0 1
N -0.8283 -0.9596 -2.5920
C -0.7471 -0.4907 -1.5339
C -0.6173 0.0818 -0.2492
C 0.2602 1.1317 0.3929
O -0.4221 0.8309 1.6557
C -1.1505 -0.0922 0.9724
H 1.8170 -1.4825 -0.6005
H 0.0895 2.1719 0.1078
H 1.3238 0.8974 0.4715
H -1.8995 -0.7024 1.4654
H 2.2591 -1.5257 -0.0034
*
```

[10]
Computed, not measured: a structure of composition C4H5NO2, with ωB97M-V/def2-TZVPD.

- Frontier orbital gap: 10.5965 eV
- E_tot: -360.60164 hartree
- Relative energy (zero: lowest compared OMol25 entry of this formula, charge and spin): 1.844 eV

```
! wB97M-V def2-TZVPD RIJCOSX def2/J DEFGRID3
* xyz 0 1
N 1.6208 -0.2543 -0.3944
C 0.2377 -0.0830 -0.1806
C -0.3158 1.2354 0.3491
C -0.5739 -0.0194 1.0856
O -1.6838 -0.7045 0.4615
C -0.9261 -0.9125 -0.6778
O -1.1863 -1.6209 -1.6007
H 1.9416 0.2757 -1.1961
H 1.8603 -1.2289 -0.5341
H 0.4747 1.8638 0.7525
H -1.1407 1.7444 -0.1452
H -0.3126 -0.2959 2.0968
*
```

[11]
Computed, not measured: a cluster of 2 separate species, C4H5NO2 in total, with ωB97M-V/def2-TZVPD.

- Frontier orbital gap: 8.7923 eV
- E_tot: -360.50254 hartree
- Relative energy (zero: lowest compared OMol25 entry of this formula, charge and spin): 4.541 eV

```
! wB97M-V def2-TZVPD RIJCOSX def2/J DEFGRID3
* xyz 0 1
O 0.0586 2.2219 0.6171
C 0.6432 1.5757 -0.2197
C 0.9755 0.1307 -0.0376
C 0.5891 -0.5320 1.0864
N -1.1866 -1.3156 0.3765
C -1.3900 -0.7925 -0.7520
O -0.9842 -0.0525 -1.6260
H 0.9859 2.0347 -1.1647
H 1.5678 -0.3506 -0.8123
H 1.0023 -1.5067 1.3232
H 0.1224 0.0395 1.8839
H -2.3840 -1.4525 -0.6747
*
```

[12]
Computed, not measured: an isolated molecule of C4H5NO2 in a non-equilibrium geometry, with ωB97M-V/def2-TZVPD.

- Frontier orbital gap: 9.1909 eV
- E_tot: -360.46075 hartree
- Relative energy (zero: lowest compared OMol25 entry of this formula, charge and spin): 5.678 eV

```
! wB97M-V def2-TZVPD RIJCOSX def2/J DEFGRID3
* xyz 0 1
C -1.2966 -1.9693 -1.7857
C -0.8025 -1.5775 -0.6995
C -0.3903 -0.9737 0.4849
O -0.2449 -1.3033 1.6124
N -0.2257 0.7275 0.1389
C 0.7636 1.1106 1.1707
O 0.5004 0.8314 -1.0763
H -1.7800 -2.2609 -2.6881
H 0.8607 2.1994 1.2221
H 0.8196 0.6530 2.1817
H 1.7187 0.9397 0.8071
H 0.0771 1.6231 -1.3683
*
```

[13]
Computed, not measured: an isolated molecule of C4H5NO2 in a non-equilibrium geometry, with ωB97M-V/def2-TZVPD.

- Frontier orbital gap: 9.3742 eV
- E_tot: -360.60203 hartree
- Relative energy (zero: lowest compared OMol25 entry of this formula, charge and spin): 1.834 eV

```
! wB97M-V def2-TZVPD RIJCOSX def2/J DEFGRID3
* xyz 0 1
C -1.4040 1.2889 -1.0770
C -0.2826 0.4336 -0.5711
C 1.0217 0.1775 -1.0944
N 1.7445 -0.5630 -0.3012
O 0.9496 -0.8631 0.7797
C -0.2317 -0.2716 0.6139
O -1.1019 -0.5086 1.6095
H -1.1987 1.7493 -2.0550
H -2.3030 0.6964 -1.2242
H -1.6246 2.0991 -0.3813
H 1.4185 0.5547 -2.0265
H -1.9049 0.0448 1.4532
*
```

[14]
Computed, not measured: an isolated molecule of C4H5NO2 in a non-equilibrium geometry, with ωB97M-V/def2-TZVPD.

- Frontier orbital gap: 11.3872 eV
- E_tot: -360.61485 hartree
- Relative energy (zero: lowest compared OMol25 entry of this formula, charge and spin): 1.485 eV

```
! wB97M-V def2-TZVPD RIJCOSX def2/J DEFGRID3
* xyz 0 1
O 2.3592 0.3568 -1.1813
C 1.3153 0.1369 -0.6393
C 0.1217 1.1165 0.1194
C -1.1804 0.2942 0.1080
N -0.8211 -0.8864 0.8816
C 0.0957 -1.5680 0.3531
O 0.7593 -1.2071 -0.7958
H 0.2527 1.4452 1.1766
H 0.1498 1.9902 -0.5265
H -1.4478 0.0416 -0.9264
H -2.0824 0.7319 0.5717
H 0.4779 -2.4519 0.8590
*
```

[15]
Computed, not measured: an isolated molecule of C4H5NO2 in a non-equilibrium geometry, with ωB97M-V/def2-TZVPD.

- Frontier orbital gap: 10.1227 eV
- E_tot: -360.53897 hartree
- Relative energy (zero: lowest compared OMol25 entry of this formula, charge and spin): 3.550 eV

```
! wB97M-V def2-TZVPD RIJCOSX def2/J DEFGRID3
* xyz 0 1
O 1.5710 0.8488 -0.5633
C 0.6621 0.7076 0.4888
C -0.1886 -0.4913 0.6387
C -0.4033 -1.3254 -0.6224
N -0.8677 -0.7059 -1.6316
O -1.1516 0.5954 -1.2341
C -0.7717 0.8221 0.1426
H 2.3506 0.3140 -0.3117
H 0.8486 1.2366 1.3987
H -0.3311 -0.9475 1.6087
H -0.1961 -2.4080 -0.6593
H -1.5220 1.3537 0.7448
*
```

[16]
Computed, not measured: a structure of composition C4H5NO2, with ωB97M-V/def2-TZVPD.

- Frontier orbital gap (alpha / beta): 8.8180 / 8.8185 eV
- E_tot: -360.50402 hartree
- Relative energy (zero: lowest compared OMol25 entry of this formula, charge and spin): 4.501 eV

```
! wB97M-V def2-TZVPD RIJCOSX def2/J DEFGRID3
* xyz 0 1
O -2.6121 0.7953 0.4215
C -1.9370 -0.1365 0.0292
C -0.5005 -0.0359 -0.1701
C 0.4592 0.8864 0.5048
N 1.6108 0.3949 -0.3344
C 1.4408 -0.9320 -0.2590
O 0.1896 -1.2776 -0.1469
H -2.3894 -1.1107 -0.2506
H 0.6499 0.4686 -1.1990
H 0.2828 1.9418 0.3087
H 0.6364 0.7078 1.5769
H 2.1694 -1.7021 -0.4812
*
```

[17]
Computed, not measured: an isolated molecule of C4H5NO2 in a non-equilibrium geometry, with ωB97M-V/def2-TZVPD.

- Frontier orbital gap: 9.1275 eV
- E_tot: -360.58840 hartree
- Relative energy (zero: lowest compared OMol25 entry of this formula, charge and spin): 2.205 eV

```
! wB97M-V def2-TZVPD RIJCOSX def2/J DEFGRID3
* xyz 0 1
O -1.9945 0.6725 -0.0920
C -1.2269 1.0642 0.7510
C 0.2667 0.7792 0.7957
O 0.8325 1.3373 1.7139
C 0.9722 -0.0518 -0.1980
C 0.3652 -1.3928 -0.5255
N 0.3649 -0.3303 -1.4899
H -1.5982 1.6684 1.5927
H 2.0659 0.0371 -0.2017
H 1.0512 -2.2138 -0.7829
H -0.5621 -1.6859 -0.0116
H -0.5368 0.1160 -1.5517
*
```

[18]
Computed, not measured: an isolated molecule of C4H5NO2 in a non-equilibrium geometry, with ωB97M-V/def2-TZVPD.

- Frontier orbital gap: 9.9846 eV
- E_tot: -360.50161 hartree
- Relative energy (zero: lowest compared OMol25 entry of this formula, charge and spin): 4.566 eV

```
! wB97M-V def2-TZVPD RIJCOSX def2/J DEFGRID3
* xyz 0 1
C -1.5334 1.5909 -1.8244
C -1.0432 0.7438 -1.1310
C -0.4323 -0.1133 -0.1206
C 0.7389 0.3852 0.6555
O 1.7161 -0.6849 0.8316
N -1.0279 -1.2114 0.0660
O -0.5086 -2.0391 1.0469
H -1.7604 2.3016 -2.5900
H 1.2083 1.2496 0.1828
H 0.5011 0.5914 1.7244
H 1.7655 -1.1569 -0.0415
H 0.3758 -1.6568 1.2002
*
```

[19]
Computed, not measured: a cluster of 2 separate species, C4H5NO2 in total in a non-equilibrium geometry, with ωB97M-V/def2-TZVPD.

- Frontier orbital gap: 9.4480 eV
- E_tot: -360.60525 hartree
- Relative energy (zero: lowest compared OMol25 entry of this formula, charge and spin): 1.746 eV

```
! wB97M-V def2-TZVPD RIJCOSX def2/J DEFGRID3
* xyz 0 1
C -1.0353 -0.3978 0.3968
C 0.1942 -0.5744 -0.4079
O 0.8285 0.3345 -0.9006
C 0.6958 -1.9741 -0.6991
O 0.1077 -2.9522 -0.3193
H -1.1948 -1.2757 1.0410
H -1.8995 -0.3448 -0.2697
H -1.0158 0.5089 1.0005
H 1.6315 -1.9939 -1.2893
C 0.5914 2.8923 0.4591
N 0.0647 3.5654 1.2341
H 1.0316 2.2118 -0.2458
*
```

[20]
Computed, not measured: an isolated molecule of C4H5NO2 in a non-equilibrium geometry, with ωB97M-V/def2-TZVPD.

- Frontier orbital gap: 10.5624 eV
- E_tot: -360.53181 hartree
- Relative energy (zero: lowest compared OMol25 entry of this formula, charge and spin): 3.745 eV

```
! wB97M-V def2-TZVPD RIJCOSX def2/J DEFGRID3
* xyz 0 1
C 1.0165 1.2086 -0.1380
N 1.8404 0.2521 -0.4553
O 1.3995 -0.9777 0.0455
C 0.0678 -0.7810 0.5573
C -0.9929 -0.6942 -0.5923
O -1.3761 0.6659 -0.2545
C -0.1781 0.7467 0.6645
H 1.1098 2.1698 -0.6226
H -0.1487 -1.5795 1.2921
H -0.4711 -0.8697 -1.6080
H -1.8084 -1.3923 -0.4643
H -0.4589 1.2514 1.5755
*
```